Molecular formula: C5H13NO
Method: DFT, wB97M-V/def2-TZVPD

Energy relative to the best compared isomer or geometry (same formula, charge and spin) (kcal per mole): 15.0
Gap between HOMO and LUMO (alpha / beta) (eV): 11.21 / 6.72

ORCA input file:
```
! RIJCOSX wB97M-V def2-TZVPD def2/J DEFGRID3
* xyz 1 2
C 1.78 -0.55 -0.36
N 0.79 0.46 -0.66
C -0.51 0.34 0.02
C -0.16 0.99 1.35
C 0.79 2.16 0.99
C 1.21 1.85 -0.48
H 1.31 -1.46 -0.01
H 2.31 -0.77 -1.30
H 2.51 -0.14 0.33
H -0.89 -0.67 0.09
H -1.20 0.97 -0.55
H -1.04 1.27 1.91
H 0.36 0.27 1.99
H 0.31 3.13 1.02
H 1.65 2.15 1.64
H 2.25 2.01 -0.72
H 0.55 2.42 -1.14
H -3.44 -4.16 0.23
H -3.58 -4.65 -1.23
O -3.08 -4.05 -0.66
*
```

=====

Molecular formula: C27H37AsIrN4O4S5Si
Method: DFT, wB97M-V/def2-TZVPD

Energy relative to the best compared isomer or geometry (same formula, charge and spin) (kcal per mole): 80.0
Gap between HOMO and LUMO (alpha / beta) (eV): 3.84 / 4.25

ORCA input file:
```
! RIJCOSX wB97M-V def2-TZVPD def2/J DEFGRID3
* xyz 0 2
Ir 0.20 0.24 1.87
S 1.67 -1.01 6.09
As 1.15 0.69 4.92
S -0.92 0.59 4.20
S 2.29 0.63 3.01
S 1.55 2.48 5.99
C 0.52 0.13 -0.34
Si 1.30 -1.56 -0.61
C 0.14 -2.75 0.42
N -0.19 -2.17 1.71
C -1.61 -2.29 2.06
C -1.99 -3.73 2.42
C -1.15 -4.19 3.60
C 0.33 -4.11 3.22
C 0.67 -2.68 2.78
C 3.06 -1.83 0.03
C 3.60 -3.11 0.13
C 4.88 -3.32 0.60
C 5.66 -2.24 0.99
C 5.15 -0.96 0.89
C 3.86 -0.76 0.42
C 1.26 -2.07 -2.44
C 0.05 -2.19 -3.12
C 0.02 -2.46 -4.48
C 1.20 -2.60 -5.19
C 2.41 -2.48 -4.53
C 2.43 -2.21 -3.17
H -0.41 0.23 -0.90
H 1.16 0.97 -0.62
H 0.62 -3.72 0.55
H -0.77 -2.91 -0.15
H -2.20 -1.93 1.22
H -1.81 -1.65 2.92
H -1.83 -4.39 1.56
H -3.06 -3.76 2.67
H -1.41 -5.22 3.88
H -1.34 -3.55 4.46
H 0.55 -4.82 2.42
H 0.95 -4.36 4.08
H 1.71 -2.62 2.46
H 0.54 -2.04 3.66
H 3.01 -3.96 -0.18
H 5.28 -4.32 0.66
H 6.66 -2.40 1.36
H 5.75 -0.11 1.20
H 3.47 0.24 0.36
H -0.88 -2.08 -2.59
H -0.93 -2.55 -4.99
H 1.17 -2.79 -6.25
H 3.33 -2.59 -5.08
H 3.38 -2.11 -2.67
C -1.45 3.92 -5.00
C -0.96 4.47 -3.68
S -2.34 4.31 -2.50
O -2.47 2.92 -2.15
O -3.49 4.99 -3.01
C -1.78 5.23 -1.00
C -2.70 4.89 0.16
N -2.59 3.50 0.54
C -1.49 2.92 1.06
N -1.64 1.61 1.19
C -2.88 1.32 0.74
C -3.49 2.48 0.32
N -4.79 2.60 -0.21
O -5.38 1.55 -0.42
O -5.25 3.72 -0.39
C -0.26 3.64 1.49
H -0.67 3.97 -5.76
H -2.31 4.50 -5.33
H -1.76 2.89 -4.87
H -0.71 5.53 -3.73
H -0.14 3.89 -3.27
H -1.84 6.28 -1.24
H -0.75 4.94 -0.82
H -3.74 5.07 -0.15
H -2.47 5.51 1.03
H -3.29 0.33 0.73
H -0.48 4.66 1.78
H 0.48 3.64 0.69
H 0.17 3.11 2.33
*
```

=====

Molecular formula: C37H46BF8LiO23
Method: DFT, wB97M-V/def2-TZVPD

Gap between HOMO and LUMO (eV): 4.79

ORCA input file:
```
! RIJCOSX wB97M-V def2-TZVPD def2/J DEFGRID3
* xyz 0 1
Li 6.39 8.46 3.21
O -0.86 10.62 4.79
C -0.55 11.45 5.69
O -1.41 12.00 6.48
B -0.77 12.92 7.44
O 0.63 12.71 7.13
C 0.85 11.96 6.12
O 1.98 11.60 5.68
O -1.12 12.50 8.78
C -1.67 13.45 9.32
O -1.92 13.52 10.53
C -1.87 14.61 8.30
O -1.14 14.35 7.28
O -2.41 15.64 8.57
O 1.53 17.74 15.21
C 1.24 16.57 15.61
O 1.93 15.54 15.10
C 1.82 14.36 15.92
C 1.32 14.93 17.32
C 0.51 16.13 16.86
H 2.78 13.89 16.10
H 1.10 13.67 15.48
H 2.13 15.28 17.97
H 0.78 14.26 17.99
H 0.49 16.99 17.54
H -0.48 15.70 16.71
O -8.05 16.88 1.04
C -7.31 16.14 1.69
O -7.08 14.89 1.24
C -6.62 14.02 2.26
C -6.65 14.82 3.57
C -6.65 16.26 3.01
H -5.67 13.70 1.83
H -7.32 13.21 2.44
H -5.79 14.66 4.22
H -7.62 14.69 4.06
H -5.63 16.61 2.82
H -7.03 17.06 3.64
O 2.81 4.86 4.75
C 1.89 4.07 5.02
O 0.88 3.87 4.22
C -0.04 2.93 4.77
C 0.65 2.27 5.93
C 1.85 3.11 6.17
H -0.19 2.16 4.01
H -1.06 3.26 4.94
H 0.83 1.20 5.83
H -0.09 2.45 6.71
H 2.77 2.52 6.21
H 1.64 3.54 7.15
O 5.01 19.29 5.83
C 5.13 18.83 6.94
O 4.73 19.46 8.10
C 4.36 18.49 9.20
C 4.49 17.20 8.38
C 5.50 17.38 7.31
H 3.35 18.73 9.52
H 5.12 18.54 9.98
H 3.58 16.97 7.83
H 4.73 16.30 8.95
H 5.29 16.73 6.46
H 6.50 17.13 7.65
O 2.60 8.34 -0.72
C 1.53 8.54 -1.24
O 1.18 9.81 -1.57
C -0.03 9.76 -2.28
C -0.20 8.29 -2.74
C 0.54 7.50 -1.77
H -0.06 10.55 -3.04
H -0.75 10.06 -1.52
H 0.34 8.29 -3.69
H -1.23 8.01 -2.98
H 0.95 6.61 -2.25
H -0.06 7.13 -0.94
O -5.97 8.81 8.67
C -6.32 8.43 7.54
O -5.60 7.53 6.84
C -6.25 7.15 5.66
C -7.69 7.59 5.69
C -7.67 8.70 6.83
H -6.35 6.07 5.53
H -5.67 7.54 4.83
H -8.42 6.81 5.91
H -8.00 7.95 4.71
H -8.42 8.61 7.62
H -7.75 9.68 6.36
O -1.91 26.61 9.11
C -1.52 25.45 9.11
O -1.41 24.71 10.15
C -1.11 23.32 9.91
C -1.61 23.19 8.49
C -1.32 24.55 7.88
H -1.63 22.65 10.59
H -0.05 23.06 9.98
H -2.68 22.97 8.50
H -1.23 22.33 7.93
H -1.80 24.87 6.95
H -0.23 24.58 7.78
C -9.58 15.60 11.99
C -9.10 16.84 11.26
C -8.00 17.59 12.06
F -7.54 18.67 11.43
F -8.41 17.92 13.31
F -8.72 16.38 10.10
F -10.00 17.75 10.99
O -8.52 14.76 12.61
C -9.06 13.57 13.21
C -8.05 12.99 14.21
F -7.82 13.87 15.21
F -8.30 11.79 14.65
F -10.24 13.76 13.82
F -9.15 12.65 12.25
H -10.08 14.87 11.35
H -10.40 15.97 12.61
H -7.22 16.85 12.21
H -7.15 12.71 13.66
*
```

=====

Molecular formula: C3H2NOS
Method: DFT, wB97M-V/def2-TZVPD

Energy relative to the best compared isomer or geometry (same formula, charge and spin) (kcal per mole): 116.7
Gap between HOMO and LUMO (alpha / beta) (eV): 6.90 / 4.28

ORCA input file:
```
! RIJCOSX wB97M-V def2-TZVPD def2/J DEFGRID3
* xyz -1 1
C 0.61 0.20 -1.40
C -0.60 0.22 0.32
C 1.42 0.42 -0.28
N -0.67 0.06 -0.95
O 0.65 0.38 0.82
S -0.87 -1.60 2.85
H 0.79 0.46 -2.34
H -1.34 -0.13 0.98
*
```

=====

Result set for E: -8925.0991; -168477.1965; -108827.8592; -17511.5848 eV, one per record in the order listed.
Result set for molar mass: 103.165; 937.177; 1028.489; 100.122 g mol⁻¹, one per record in the order listed.
Result set for max |F|: 1.95; 3.26; 7.47; 5.74 eV/A, one per record in the order listed.